Version one
22
Properties=species:S:1:pos:R:3:nbo_charge:R:1 method="wB97M-V/def2-TZVPD" smiles=C#C[C@]1(COCC)CO1.O homo_energy_ev=-9.0
C -1.9457 -0.4946 -2.5972 -0.62
C -1.8458 0.0809 -1.2030 -0.06
O -0.4870 0.1551 -0.8228 -0.53
C -0.2858 0.7429 0.4259 -0.09
C 1.1743 0.7800 0.8238 0.13
C 1.4731 0.9575 2.2609 -0.15
O 1.6430 -0.3379 1.9516 -0.50
C 2.1903 0.7619 -0.2166 -0.07
C 3.0909 0.6126 -1.0106 -0.13
H -3.0014 -0.5880 -2.8848 0.21
H -1.4451 0.1588 -3.3237 0.21
H -1.4850 -1.4907 -2.6421 0.22
H -2.2999 1.0885 -1.1675 0.16
H -2.3894 -0.5513 -0.4765 0.17
H -0.6699 1.7796 0.4344 0.18
H -0.8656 0.2017 1.1949 0.20
H 1.7685 2.0519 1.6739 0.25
H 0.6541 1.2013 2.9513 0.18
H 3.8669 0.5060 -1.7465 0.24
O 0.0825 -2.6942 1.8288 -0.96
H 0.5829 -1.8624 1.8357 0.49
H 0.1942 -3.0598 2.7101 0.46

=====

Version two
22
Properties=species:S:1:pos:R:3:nbo_charge:R:1 method="wB97M-V/def2-TZVPD" smiles="C=C(C)C=O.COC(C)=O" homo_energy_ev=-9.5
C 1.8948 -1.9093 -0.3784 -0.27
C 0.8374 0.9845 -1.0825 0.43
O 1.3671 -0.9017 0.4797 -0.57
O 1.3563 0.5046 -2.0601 -0.54
H 1.2732 1.8592 -0.5658 0.11
H 1.1059 -2.5019 -0.8441 0.21
H 2.6013 -2.5218 0.1798 0.18
H 2.4302 -1.4139 -1.1908 0.21
C -0.2143 -0.4919 2.2551 -0.72
C -1.2257 2.0985 0.0104 -0.65
C -0.0453 -1.0169 0.8529 0.83
C -0.7047 0.9530 -0.8109 -0.16
C -1.4784 0.2598 -1.6537 -0.28
O -0.7796 -1.7807 0.2938 -0.56
H -1.2593 -0.2437 2.4232 0.23
H 0.0853 -1.2737 2.9516 0.26
H 0.4117 0.3801 2.4136 0.23
H -1.1900 3.0273 -0.5608 0.23
H -2.2551 1.9185 0.3124 0.23
H -0.6114 2.2466 0.8981 0.21
H -2.5552 0.3236 -1.6376 0.20
H -1.0442 -0.5001 -2.2860 0.21

=====

Name the most stable of them. version two.

=====

Version one
14
Properties=species:S:1:pos:R:3:nbo_charge:R:1 method="wB97M-V/def2-TZVPD" smiles="COC(N)=O.O=NO" homo_energy_ev=-10.2
C 1.3282 0.9093 -0.8711 -0.27
C 0.1625 -1.0334 -0.0725 0.91
N 0.7391 -0.9229 1.2153 -0.86
N -1.5904 0.4894 0.3200 0.33
O -1.6061 1.6792 0.2901 -0.31
O -2.4994 -0.1337 -0.4545 -0.51
O -0.5916 -1.9870 -0.2489 -0.68
O 0.5099 -0.1863 -1.0421 -0.51
H 1.2438 1.5867 -1.6583 0.22
H 2.4293 0.5176 -0.4690 0.19
H 0.8091 1.5337 -0.0631 0.19
H 1.3016 -0.0718 1.4194 0.39
H 0.1900 -1.3189 1.9394 0.41
H -2.4260 -1.0619 -0.3047 0.51

=====

Version two
14
Properties=species:S:1:pos:R:3:nbo_charge:R:1 method="wB97M-V/def2-TZVPD" smiles="NC(N)=O.O=C(O)O" homo_energy_ev=-10.1
C -0.1412 -1.2624 0.2349 1.02
O 0.4108 -2.3317 -0.3932 -0.69
O 0.3076 -1.1983 1.5106 -0.70
O -1.3203 -0.9357 -0.0589 -0.76
H -0.1560 -2.5790 -1.1371 0.50
H -0.4327 -1.0219 2.1079 0.51
C 0.3794 1.6386 -0.1279 0.78
N -0.9578 1.6215 -0.1849 -0.87
N 0.9224 0.3139 -0.5303 -0.83
O 1.1354 2.4564 0.3388 -0.62
H -1.4007 0.5623 -0.2575 0.45
H -1.4024 2.3864 0.2999 0.40
H 0.7521 0.1208 -1.5094 0.39
H 1.9032 0.2292 -0.2929 0.41

=====

Name the most stable of them. version two.

=====

Version one
11
Properties=species:S:1:pos:R:3:nbo_charge:R:1 method="wB97M-V/def2-TZVPD" homo_energy_ev=-15.4 total_charge=+1
N -1.9395 -0.4552 0.0794 -0.88
H -2.7601 0.0855 0.3713 0.45
H -1.8503 -0.5703 -0.9180 0.45
H -1.0656 -0.0178 0.4648 0.48
H -2.0156 -1.3897 0.4867 0.45
C 1.6662 0.3625 -0.5191 -0.26
O 0.5842 0.1467 0.4064 -0.78
H 2.3248 1.1395 -0.1384 0.20
H 2.2312 -0.5540 -0.6855 0.20
H 1.3239 0.7040 -1.4951 0.19
H 0.9313 0.4020 1.2808 0.50

=====

Version two
11
Properties=species:S:1:pos:R:3:nbo_charge:R:1 method="wB97M-V/def2-TZVPD" homo_energy_ev=-15.4 total_charge=+1
N -1.0143 1.0573 -1.2475 -0.88
H -1.8911 0.5448 -1.2887 0.46
H -0.4410 0.9895 -0.3823 0.49
H -1.0564 1.9968 -1.6433 0.45
H -0.3340 0.5768 -1.8601 0.46
C 0.5947 -1.0592 1.4349 -0.24
O 0.7608 -0.3618 0.0694 -0.82
H -0.4829 -1.0081 1.4112 0.19
H 1.1906 -0.4729 2.1304 0.20
H 0.9619 -2.0898 1.3411 0.21
H 1.7118 -0.1735 0.0351 0.49

=====

Version three
11
Properties=species:S:1:pos:R:3:nbo_charge:R:1 method="wB97M-V/def2-TZVPD" homo_energy_ev=-15.1 total_charge=+1
N -0.5142 -1.7446 -0.8110 -0.88
H -0.0951 -2.6695 -0.8713 0.46
H -0.4534 -1.2543 0.1059 0.49
H -1.5151 -1.9444 -0.8885 0.45
H -0.2415 -1.0356 -1.4872 0.46
C 0.8134 1.4784 0.3107 -0.26
O -0.1977 0.5283 0.6264 -0.80
H 1.2261 2.0793 1.1159 0.21
H 0.3840 2.1181 -0.4731 0.18
H 1.6608 1.0221 -0.2058 0.19
H -0.8366 0.7994 1.2821 0.50

=====

Name the most stable of them. version one.

=====

Version one
6
Properties=species:S:1:pos:R:3:nbo_charge:R:1 method="wB97M-V/def2-TZVPD" smiles="N=C=O.O=S" homo_energy_ev="-9.6 / -9.6"
C 1.7603 -0.2744 -0.1147 0.87
N 1.2089 -0.9375 0.7516 -0.80
O 2.3917 0.4175 -0.7832 -0.49
O -2.3924 0.2601 -0.7320 -0.68
S -3.2781 1.3480 -0.2597 0.68
H 0.3096 -0.8137 1.1380 0.42

=====

Version two
6
Properties=species:S:1:pos:R:3:nbo_charge:R:1 method="wB97M-V/def2-TZVPD" homo_energy_ev="-8.6 / -8.6"
C 3.2259 0.1293 0.1233 0.43
N 1.0059 -0.2573 -0.7414 -0.49
O 3.7597 1.1732 0.1090 -0.40
O 0.2828 0.5574 -0.0238 -0.53
S 2.2214 -1.0965 0.0448 0.54
H -0.4194 0.0457 0.3687 0.45

=====

Name the most stable of them. version one.

=====

Version one
13
Properties=species:S:1:pos:R:3:nbo_charge:R:1 method="wB97M-V/def2-TZVPD" smiles="CN1C=[NH+]O[C@@H]1I" homo_energy_ev=-13.5 total_charge=+1
C 0.3024 0.1408 -1.2469 0.32
C 1.3171 0.8193 0.5240 0.12
C -0.7476 -0.6492 0.8518 -0.43
N 0.1234 0.1534 0.0822 -0.37
N 1.3588 0.8599 -1.5765 -0.20
O 1.8410 1.4533 -0.5535 -0.28
I 2.8052 -0.4765 1.5693 0.09
H -0.3365 -0.3835 -2.0686 0.29
H 1.0211 1.6664 1.3287 0.26
H -0.3532 -0.8827 1.7489 0.25
H -1.6557 -0.0878 0.8350 0.24
H -1.1378 -1.5298 0.4499 0.25
H 1.6936 1.1677 -2.5185 0.47

=====

Version two
13
Properties=species:S:1:pos:R:3:nbo_charge:R:1 method="wB97M-V/def2-TZVPD" smiles="CN1C=[NH+]O[C@@H]1I" homo_energy_ev=-13.8 total_charge=+1
C -0.7945 -0.6228 -0.6818 0.35
C 0.1651 -0.0252 1.2620 0.16
C 1.3006 0.7011 -0.8409 -0.42
N 0.2411 -0.0039 -0.2109 -0.36
N -1.5557 -1.1832 0.1893 -0.23
O -0.9702 -0.9306 1.4677 -0.31
I -0.4551 1.9688 2.0269 0.15
H -1.0760 -0.7821 -1.7455 0.26
H 1.0997 -0.3430 1.5799 0.22
H 1.3052 1.6059 -0.2415 0.24
H 2.2572 0.3002 -0.8922 0.24
H 0.9061 0.9159 -1.8354 0.24
H -2.4234 -1.6010 -0.0777 0.46

=====

Name the most stable of them. version two.

=====

Version one
3
Properties=species:S:1:pos:R:3:nbo_charge:R:1 method="wB97M-V/def2-TZVPD" homo_energy_ev=-25.6 total_charge=+2
Tl 27.1252 21.5894 17.2119 1.47
O 24.6925 20.7724 18.5611 0.03
H 24.4596 21.7259 18.8175 0.50

=====

Version two
3
Properties=species:S:1:pos:R:3:lowdin_charge:R:1 method="wB97M-V/def2-TZVPD" homo_energy_ev=-25.3 total_charge=+2
Tl -2.4007 -20.2266 -9.0795 1.65
O 0.0894 -20.1406 -9.9545 0.16
H 0.8914 -20.7913 -10.0082 0.19

=====

Name the most stable of them. version two.